[1]
The following is a DFT calculation (ωB97M-V with the def2-TZVPD basis set) of 5 unconnected molecules or ions with the total composition C2H14O4S at a distorted geometry.

Cartesian coordinates (Å):
C: -0.486 0.141 -2.979
S: -1.133 -0.616 -1.329
C: -0.165 -2.096 -1.440
H: -1.043 -0.595 -3.773
H: 0.554 -0.011 -2.845
H: -0.565 1.300 -3.413
H: -0.816 -2.960 -1.218
H: 0.225 -2.269 -2.466
H: 0.770 -2.057 -0.778
H: -1.944 0.353 2.409
H: -1.643 0.012 1.000
O: -1.254 -0.128 1.871
H: 1.000 0.811 2.872
H: 1.132 2.016 1.847
O: 1.070 1.822 2.798
H: -0.663 2.877 1.188
H: -1.143 2.240 -0.153
O: -0.350 2.705 0.289
H: 1.678 -1.396 2.600
H: 2.354 -1.205 1.293
O: 2.422 -0.944 2.228

Forces on atoms 1 to 2 (eV/Å):
C -2.50 0.17 -2.03
S -0.22 1.76 -1.42

multiplicity: 1
structure (SMILES): CSC.O.O.O.O
energy above the lowest of the compared OMol25 structures with the same formula, charge and spin: 2.274 eV
HOMO: -9.1 eV
M: 134.20 g/mol
total energy: -783.669725 hartree

natural (NBO) analysis output, partial charges in e: atom 1 (C): -0.727, atom 2 (S): 0.131, atom 3 (C): -0.773, atom 4 (H): 0.226, atom 5 (H): 0.207, atom 6 (H): 0.256, atom 7 (H): 0.240, atom 8 (H): 0.234, atom 9 (H): 0.214, atom 10 (H): 0.466, atom 11 (H): 0.470, atom 12 (O): -0.943, atom 13 (H): 0.488, atom 14 (H): 0.481, atom 15 (O): -0.973, atom 16 (H): 0.480, atom 17 (H): 0.470, atom 18 (O): -0.950, atom 19 (H): 0.466, atom 20 (H): 0.466, atom 21 (O): -0.928



[2]
The following is a DFT calculation (ωB97M-V with the def2-TZVPD basis set) of a molecular structure, C39H46Br3F4N4OP2STl.

Cartesian coordinates (Å):
Tl: -0.025 0.939 -0.025
N: 2.303 -3.171 -0.904
C: 1.283 -2.214 -1.011
S: 0.152 -2.161 0.294
N: 1.321 -1.533 -2.115
N: 0.352 -0.548 -2.270
C: 0.135 -0.284 -3.502
C: -0.749 0.714 -4.101
C: -0.779 0.726 -5.499
C: -1.559 1.600 -6.237
C: -2.353 2.514 -5.538
C: -2.350 2.541 -4.162
C: -1.551 1.657 -3.370
O: -1.554 1.740 -2.100
H: 2.523 -3.366 0.061
H: 3.110 -2.910 -1.456
H: 0.690 -0.886 -4.231
H: -0.153 0.006 -6.020
H: -1.550 1.576 -7.320
H: -2.976 3.218 -6.084
H: -2.954 3.260 -3.618
Br: -3.532 2.620 1.611
C: -3.755 1.626 -0.035
Br: -4.124 -0.239 0.271
H: -2.846 1.705 -0.632
H: -4.615 2.047 -0.540
F: -1.229 -2.519 8.049
C: -0.683 -1.997 6.943
C: 0.621 -1.547 6.968
F: 1.332 -1.636 8.101
C: 1.174 -1.013 5.818
F: 2.445 -0.603 5.910
C: 0.471 -0.911 4.627
P: 1.132 -0.152 3.063
C: 1.770 1.437 3.734
C: 0.850 2.486 3.726
C: 1.205 3.741 4.199
C: 2.494 3.968 4.659
C: 3.426 2.940 4.636
C: 3.066 1.681 4.178
C: 2.656 -1.115 2.758
C: 3.047 -2.259 3.445
C: 4.177 -2.966 3.054
C: 4.929 -2.531 1.973
C: 4.529 -1.402 1.269
C: 3.389 -0.705 1.640
C: -0.858 -1.359 4.632
Br: -1.955 -1.209 3.111
C: -1.419 -1.900 5.777
F: -2.684 -2.334 5.805
H: -0.141 2.319 3.315
H: 0.481 4.547 4.178
H: 2.781 4.953 5.008
H: 4.442 3.120 4.966
H: 3.798 0.883 4.156
H: 2.466 -2.624 4.282
H: 4.464 -3.860 3.596
H: 5.811 -3.082 1.666
H: 5.089 -1.075 0.402
H: 3.055 0.143 1.031
C: 4.702 3.115 -3.415
C: 4.115 2.128 -2.401
C: 3.280 1.079 -3.148
C: 5.270 1.331 -1.778
P: 3.024 2.812 -0.973
N: 2.250 1.708 -0.244
C: 1.939 4.183 -1.757
C: 0.797 4.520 -0.786
C: 1.255 3.590 -2.996
C: 2.628 5.491 -2.160
C: 4.231 3.720 0.226
C: 5.356 4.569 -0.374
C: 3.398 4.613 1.155
C: 4.844 2.659 1.149
H: 5.354 2.562 -4.103
H: 5.302 3.899 -2.953
H: 3.929 3.587 -4.021
H: 3.936 0.543 -3.845
H: 2.463 1.502 -3.726
H: 2.857 0.356 -2.451
H: 5.737 0.724 -2.561
H: 4.885 0.657 -1.011
H: 6.046 1.961 -1.345
H: 0.267 3.621 -0.476
H: 0.079 5.162 -1.309
H: 1.126 5.044 0.108
H: 0.823 2.614 -2.778
H: 1.928 3.499 -3.848
H: 0.430 4.244 -3.299
H: 2.983 6.057 -1.298
H: 1.897 6.121 -2.681
H: 3.469 5.339 -2.836
H: 4.987 5.344 -1.046
H: 6.084 3.968 -0.918
H: 5.895 5.069 0.441
H: 3.035 5.513 0.660
H: 4.025 4.930 1.997
H: 2.549 4.060 1.559
H: 5.556 2.006 0.650
H: 4.053 2.042 1.570
H: 5.370 3.164 1.970

Forces on atoms 1 to 2 (eV/Å):
Tl -0.09 -0.02 0.03
N 0.02 0.01 0.01

multiplicity: 1
total charge: -2
energy above the lowest of the compared OMol25 structures with the same formula, charge and spin: 0.654 eV
HOMO: -1.2 eV
M: 1200.93 g/mol
total energy: -11182.898983 hartree

Results of the Mulliken charge analysis, in e, for atoms 1 through 99: atom 1 (Tl): 1.467, atom 2 (N): -0.593, atom 3 (C): -0.081, atom 4 (S): -0.354, atom 5 (N): -0.835, atom 6 (N): 0.889, atom 7 (C): -1.152, atom 8 (C): 1.148, atom 9 (C): -0.517, atom 10 (C): -0.812, atom 11 (C): -0.353, atom 12 (C): -0.643, atom 13 (C): -0.033, atom 14 (O): -0.680, atom 15 (H): 0.218, atom 16 (H): 0.300, atom 17 (H): 0.109, atom 18 (H): 0.287, atom 19 (H): 0.367, atom 20 (H): 0.343, atom 21 (H): 0.351, atom 22 (Br): -0.186, atom 23 (C): 1.150, atom 24 (Br): -0.164, atom 25 (H): -1.156, atom 26 (H): 0.415, atom 27 (F): -0.326, atom 28 (C): 0.522, atom 29 (C): 0.190, atom 30 (F): -0.324, atom 31 (C): 0.112, atom 32 (F): -0.375, atom 33 (C): 0.024, atom 34 (P): 0.367, atom 35 (C): 0.763, atom 36 (C): -0.773, atom 37 (C): -0.575, atom 38 (C): -0.459, atom 39 (C): -0.681, atom 40 (C): -0.110, atom 41 (C): 0.566, atom 42 (C): -0.719, atom 43 (C): -0.848, atom 44 (C): -0.722, atom 45 (C): -0.672, atom 46 (C): 0.752, atom 47 (C): -0.098, atom 48 (Br): -0.135, atom 49 (C): 0.289, atom 50 (F): -0.338, atom 51 (H): 0.383, atom 52 (H): 0.390, atom 53 (H): 0.371, atom 54 (H): 0.383, atom 55 (H): 0.419, atom 56 (H): 0.410, atom 57 (H): 0.345, atom 58 (H): 0.332, atom 59 (H): 0.325, atom 60 (H): -0.329, atom 61 (C): -2.158, atom 62 (C): 3.045, atom 63 (C): -1.960, atom 64 (C): -2.266, atom 65 (P): -0.293, atom 66 (N): 0.045, atom 67 (C): 2.720, atom 68 (C): -1.715, atom 69 (C): -2.150, atom 70 (C): -2.255, atom 71 (C): 2.613, atom 72 (C): -2.168, atom 73 (C): -2.178, atom 74 (C): -1.458, atom 75 (H): 0.522, atom 76 (H): 0.256, atom 77 (H): 0.341, atom 78 (H): 0.622, atom 79 (H): 0.289, atom 80 (H): 0.082, atom 81 (H): 0.681, atom 82 (H): 0.144, atom 83 (H): 0.309, atom 84 (H): -0.029, atom 85 (H): 0.544, atom 86 (H): 0.358, atom 87 (H): -0.049, atom 88 (H): 0.162, atom 89 (H): 0.830, atom 90 (H): 0.334, atom 91 (H): 0.530, atom 92 (H): 0.261, atom 93 (H): 0.263, atom 94 (H): 0.331, atom 95 (H): 0.525, atom 96 (H): 0.280, atom 97 (H): 0.704, atom 98 (H): 0.235, atom 99 (H): 0.267



[3]
The following is a DFT calculation (ωB97M-V with the def2-TZVPD basis set) of a molecular structure, C24H31Cl2N6O4Y at a distorted geometry.

Cartesian coordinates (Å):
Y: -0.160 1.285 0.129
C: -3.355 2.005 2.234
C: -2.389 2.707 2.945
C: -1.431 3.447 2.269
C: -1.472 3.535 0.877
C: -2.467 2.864 0.166
C: -3.385 2.072 0.846
H: -4.107 1.430 2.761
H: -2.399 2.697 4.030
H: -0.694 4.013 2.824
H: -0.820 4.235 0.367
H: -2.579 3.016 -0.898
H: -4.149 1.545 0.290
N: -0.290 0.333 2.315
C: -0.381 -1.131 2.017
C: 0.166 -1.955 3.192
C: 0.187 -3.487 3.116
C: -1.150 -4.171 2.790
N: -1.335 -4.389 1.350
C: -0.592 -5.240 0.654
N: 0.117 -6.179 1.283
N: -0.565 -5.177 -0.678
C: 0.352 -1.448 0.693
O: 0.269 -2.572 0.241
O: 1.004 -0.444 0.176
H: 0.614 0.502 2.738
H: -0.965 0.566 3.027
H: -1.433 -1.358 1.849
H: -0.421 -1.655 4.068
H: 1.197 -1.633 3.383
H: 0.540 -3.840 4.088
H: 0.918 -3.804 2.374
H: -1.994 -3.580 3.140
H: -1.238 -5.132 3.298
H: -1.825 -3.695 0.815
H: 0.054 -6.311 2.276
H: 0.679 -6.831 0.765
H: -0.834 -4.328 -1.141
H: 0.043 -5.786 -1.195
Cl: -3.055 -1.945 -2.265
C: -2.062 -0.720 -2.993
C: -1.994 -0.663 -4.397
C: -1.298 0.325 -5.012
Cl: -1.244 0.393 -6.735
C: -0.628 1.306 -4.241
C: 0.104 2.375 -4.796
C: 0.707 3.291 -3.977
C: 0.604 3.129 -2.594
N: -0.049 2.133 -2.028
C: -0.692 1.221 -2.836
C: -1.440 0.193 -2.179
O: -1.523 0.185 -0.855
H: -2.515 -1.406 -4.988
H: 0.170 2.468 -5.872
H: 1.262 4.127 -4.380
H: 1.073 3.839 -1.923
C: 5.196 1.511 -0.245
N: 3.922 2.241 -0.193
C: 3.855 3.505 -0.929
C: 2.909 1.776 0.493
O: 1.766 2.304 0.559
H: 5.509 1.413 -1.283
H: 5.077 0.515 0.178
H: 5.964 2.052 0.306
H: 4.765 4.071 -0.739
H: 3.003 4.081 -0.590
H: 3.779 3.315 -1.999
H: 3.120 0.859 1.039

Forces on atoms 1 to 2 (eV/Å):
Y 0.35 2.13 1.55
C -0.05 -0.06 -0.06

multiplicity: 1
total charge: +2
HOMO: -12.7 eV
M: 627.36 g/mol
total energy: -2521.140159 hartree

natural (NBO) analysis output, partial charges in e: atom 1 (Y): 2.084, atom 2 (C): -0.210, atom 3 (C): -0.213, atom 4 (C): -0.186, atom 5 (C): -0.335, atom 6 (C): -0.260, atom 7 (C): -0.119, atom 8 (H): 0.239, atom 9 (H): 0.240, atom 10 (H): 0.242, atom 11 (H): 0.252, atom 12 (H): 0.253, atom 13 (H): 0.237, atom 14 (N): -0.897, atom 15 (C): -0.168, atom 16 (C): -0.387, atom 17 (C): -0.425, atom 18 (C): -0.230, atom 19 (N): -0.544, atom 20 (C): 0.696, atom 21 (N): -0.770, atom 22 (N): -0.752, atom 23 (C): 0.814, atom 24 (O): -0.666, atom 25 (O): -0.853, atom 26 (H): 0.393, atom 27 (H): 0.406, atom 28 (H): 0.220, atom 29 (H): 0.212, atom 30 (H): 0.215, atom 31 (H): 0.235, atom 32 (H): 0.227, atom 33 (H): 0.228, atom 34 (H): 0.212, atom 35 (H): 0.426, atom 36 (H): 0.424, atom 37 (H): 0.426, atom 38 (H): 0.436, atom 39 (H): 0.417, atom 40 (Cl): 0.018, atom 41 (C): -0.094, atom 42 (C): -0.206, atom 43 (C): -0.055, atom 44 (Cl): 0.056, atom 45 (C): -0.038, atom 46 (C): -0.083, atom 47 (C): -0.271, atom 48 (C): 0.099, atom 49 (N): -0.592, atom 50 (C): 0.098, atom 51 (C): 0.338, atom 52 (O): -0.889, atom 53 (H): 0.258, atom 54 (H): 0.253, atom 55 (H): 0.247, atom 56 (H): 0.205, atom 57 (C): -0.410, atom 58 (N): -0.342, atom 59 (C): -0.426, atom 60 (C): 0.570, atom 61 (O): -0.784, atom 62 (H): 0.227, atom 63 (H): 0.224, atom 64 (H): 0.226, atom 65 (H): 0.234, atom 66 (H): 0.230, atom 67 (H): 0.220, atom 68 (H): 0.167